Record 1
The following is a quantum chemistry calculation of the molecule C22H26ClN3O5S, from the OMol25 dataset.

Geometry as XYZ:
```
58
Properties=species:S:1:pos:R:3:forces:R:3:nbo_charge:R:1
C -6.817 -0.785 -0.684 0.0 -0.1 0.0 -0.633
C -5.378 -1.044 -0.360 0.1 0.0 0.0 0.022
C -4.367 -0.545 -1.176 0.1 -0.1 0.1 -0.209
C -3.036 -0.789 -0.887 0.0 0.1 -0.2 -0.171
C -2.724 -1.544 0.227 0.6 -0.2 0.0 -0.303
C -3.707 -2.056 1.052 0.0 -0.2 0.2 -0.180
C -5.033 -1.806 0.753 0.1 0.1 0.0 -0.232
H -5.811 -2.198 1.392 -0.1 0.0 0.1 0.217
H -3.412 -2.633 1.914 0.0 -0.1 0.1 0.245
S -1.019 -1.816 0.660 -0.1 -0.6 0.1 2.286
O -0.941 -2.550 1.886 -0.2 -0.1 0.0 -0.925
O -0.291 -0.565 0.641 -0.2 0.1 -0.1 -0.995
N -0.392 -2.799 -0.578 -0.7 0.3 0.5 -0.814
H -1.031 -2.765 -1.364 -0.2 0.0 -0.1 0.408
C 0.911 -2.325 -1.004 0.1 0.2 0.1 -0.335
C 0.738 -0.982 -1.711 0.2 -0.3 -0.3 0.706
O -0.275 -0.783 -2.364 -0.1 0.0 -0.1 -0.672
N 1.735 -0.079 -1.638 0.0 0.3 -0.2 -0.457
C 2.901 -0.219 -0.838 0.4 -0.2 0.3 0.111
C 2.821 -0.163 0.549 0.0 0.1 -0.2 -0.209
C 3.970 -0.266 1.312 0.2 0.0 0.0 -0.213
C 5.198 -0.414 0.684 -0.3 0.0 -0.1 -0.038
C 5.288 -0.465 -0.698 0.0 0.0 0.1 -0.239
C 4.136 -0.366 -1.457 -0.1 0.0 0.1 -0.157
H 4.196 -0.408 -2.534 0.0 0.0 -0.1 0.218
H 6.249 -0.580 -1.173 0.1 0.0 0.0 0.231
Cl 6.632 -0.539 1.635 0.2 0.0 0.1 0.016
H 3.915 -0.225 2.388 0.0 0.0 0.1 0.232
H 1.857 -0.051 1.020 0.0 0.0 0.0 0.255
C 1.579 1.190 -2.324 -0.1 0.4 -0.3 -0.311
H 2.522 1.481 -2.790 -0.1 0.0 0.1 0.227
H 0.819 1.054 -3.101 0.2 0.1 0.1 0.259
C 1.121 2.350 -1.427 0.3 -0.4 -0.2 0.666
O 1.488 3.487 -1.651 0.1 0.3 -0.2 -0.637
N 0.305 2.001 -0.426 -0.3 -0.2 0.4 -0.633
H -0.002 1.045 -0.288 0.1 0.1 -0.2 0.440
C -0.290 2.965 0.464 -0.4 0.1 -0.2 -0.255
H -0.115 2.648 1.496 0.0 0.1 0.1 0.192
H 0.193 3.929 0.284 -0.1 -0.1 0.1 0.239
C -1.804 3.089 0.207 0.3 0.5 0.0 0.094
C -2.482 3.968 1.265 0.0 -0.2 -0.2 -0.427
H -3.408 4.378 0.862 0.0 0.0 0.0 0.213
C -2.781 2.964 2.384 0.0 -0.1 -0.1 -0.441
H -2.007 2.992 3.149 0.0 0.0 0.0 0.207
C -2.782 1.602 1.661 -0.2 -0.2 0.4 -0.080
H -3.763 1.117 1.678 0.1 0.0 0.0 0.185
H -2.050 0.911 2.098 -0.1 0.1 0.0 0.177
O -2.465 1.842 0.303 0.1 0.0 -0.3 -0.539
H -3.739 3.163 2.861 0.0 0.0 0.1 0.216
H -1.845 4.787 1.590 0.0 0.1 0.0 0.216
H -1.960 3.444 -0.816 0.1 0.0 0.1 0.197
H 1.549 -2.255 -0.126 0.1 -0.1 -0.2 0.238
H 1.335 -3.050 -1.705 0.0 0.1 0.1 0.240
H -2.251 -0.398 -1.514 0.1 0.1 -0.1 0.265
H -4.622 0.049 -2.040 0.0 0.1 -0.1 0.218
H -6.926 0.127 -1.265 -0.1 0.1 0.0 0.221
H -7.216 -1.611 -1.273 -0.1 0.0 0.0 0.228
H -7.411 -0.704 0.223 -0.1 0.0 0.0 0.220
```
Forces are in eV/Å.

## Properties
SMILES: Cc1ccc(S(=O)(=O)NCC(=O)N(CC(=O)NC[C@@H]2CCCO2)c2ccc(Cl)cc2)cc1
Lowest unoccupied orbital energy, eV: 0.534
Spin multiplicity: 1

***

Record 2
The following is a quantum chemistry calculation of a 8-piece molecular cluster, C16H24N8 overall, from the OMol25 dataset.

Geometry as XYZ:
```
48
Properties=species:S:1:pos:R:3:forces:R:3:nbo_charge:R:1
C -2.946 1.695 -1.355 -0.1 -0.4 0.1 -0.718
C -3.677 2.705 -2.096 0.0 -0.1 0.0 0.294
N -4.254 3.506 -2.676 -0.2 0.2 -0.2 -0.343
H -3.406 0.714 -1.467 0.0 0.1 -0.1 0.254
H -2.965 1.930 -0.295 0.2 0.1 0.0 0.249
H -1.922 1.643 -1.713 0.1 0.1 0.1 0.263
C 0.660 -0.165 -0.330 -0.5 -0.6 0.9 -0.738
C -0.635 -0.318 0.343 0.5 0.0 -0.6 0.350
N -1.669 -0.413 0.826 -0.4 0.0 0.3 -0.421
H 0.739 -0.923 -1.105 -0.2 0.3 -0.4 0.269
H 1.421 -0.434 0.407 0.2 0.4 -0.1 0.265
H 0.707 0.864 -0.674 0.4 -0.1 -0.2 0.275
C -3.590 -2.317 2.815 -0.1 0.0 0.1 -0.728
C -4.477 -1.620 3.744 0.2 -0.2 -0.4 0.292
N -5.171 -1.075 4.473 -0.2 0.2 0.2 -0.346
H -3.321 -3.279 3.246 0.1 0.0 -0.1 0.250
H -2.709 -1.713 2.616 0.1 -0.1 0.1 0.274
H -4.090 -2.473 1.861 -0.1 0.0 0.0 0.257
C -2.996 1.816 2.972 0.2 -0.2 -0.2 -0.728
C -2.908 2.970 3.847 0.0 0.1 0.1 0.297
N -2.823 3.898 4.516 0.1 0.0 0.0 -0.351
H -2.264 1.059 3.251 -0.1 0.0 0.2 0.258
H -2.748 2.105 1.951 -0.1 0.1 0.0 0.253
H -3.993 1.384 3.010 0.0 0.0 0.0 0.270
C 5.800 -1.793 2.196 -0.4 0.5 -0.2 -0.720
C 4.521 -1.955 1.499 0.5 0.0 0.3 0.316
N 3.509 -2.074 0.978 -0.3 0.0 -0.2 -0.370
H 5.624 -1.908 3.262 0.2 -0.2 0.0 0.260
H 6.163 -0.779 2.017 0.0 -0.1 0.0 0.256
H 6.541 -2.490 1.819 0.0 -0.2 0.1 0.260
C 0.442 4.236 2.237 0.0 -0.1 0.3 -0.731
C 0.069 3.663 0.956 0.0 0.3 0.4 0.318
N -0.263 3.215 -0.042 -0.1 -0.3 -0.5 -0.374
H 1.123 3.560 2.754 0.0 0.1 0.0 0.253
H -0.446 4.351 2.859 0.0 0.1 0.0 0.277
H 0.918 5.202 2.104 0.0 0.0 0.0 0.259
C 3.306 -2.009 -2.485 0.1 -0.5 0.3 -0.725
C 3.367 -3.302 -3.170 -0.1 0.0 -0.1 0.294
N 3.401 -4.314 -3.715 0.0 0.2 0.1 -0.348
H 4.303 -1.748 -2.135 0.0 0.2 -0.2 0.250
H 2.697 -2.113 -1.587 -0.1 0.0 -0.1 0.267
H 2.880 -1.260 -3.145 0.1 0.1 0.0 0.258
C 0.978 -1.827 -6.213 0.0 -0.2 0.1 -0.725
C 0.574 -1.354 -4.895 0.0 -0.1 -0.2 0.316
N 0.278 -0.990 -3.851 0.0 0.1 0.3 -0.371
H 1.033 -2.915 -6.206 0.0 0.0 0.0 0.267
H 1.964 -1.430 -6.441 0.0 0.0 -0.1 0.257
H 0.254 -1.524 -6.964 0.0 0.1 0.0 0.259
```
Forces are in eV/Å.

## Properties
SMILES: CC#N.CC#N.CC#N.CC#N.CC#N.CC#N.CC#N.CC#N
Lowest unoccupied orbital energy, eV: 0.062
Spin multiplicity: 1

***

Record 3
The following is a quantum chemistry calculation of the molecule CN2O2S, from the OMol25 dataset.

Geometry as XYZ:
```
6
Properties=species:S:1:pos:R:3:forces:R:3:nbo_charge:R:1
C 1.101 0.100 0.067 2.0 0.2 -1.1 0.848
N 0.445 -0.928 0.014 -3.6 -2.3 0.4 -0.393
N -0.927 -1.164 -0.013 1.3 0.0 -0.1 -0.492
O 2.121 0.635 -0.071 -0.3 1.3 0.6 -0.448
O -0.931 1.248 0.045 0.3 2.0 0.0 -0.883
S -1.810 0.110 -0.041 0.3 -1.2 0.2 1.368
```
Forces are in eV/Å.

## Properties
Lowest unoccupied orbital energy, eV: -1.251
Spin multiplicity: 1

***

Record 4
The following is a quantum chemistry calculation of C11H13ClN as an isolated structure, from the OMol25 dataset.

Geometry as XYZ:
```
26
Properties=species:S:1:pos:R:3:forces:R:3:nbo_charge:R:1
C 2.732 0.106 -0.977 2.3 0.4 -1.8 -0.180
C 2.809 1.055 0.035 2.2 1.5 0.9 -0.190
C 1.548 -0.594 -1.206 -0.8 0.1 0.3 -0.185
C 1.712 1.394 0.838 0.0 0.1 0.5 -0.242
C 0.451 -0.347 -0.374 0.6 0.6 -0.4 -0.063
C 0.546 0.662 0.628 0.5 -1.1 -2.6 0.160
C -1.696 0.110 0.833 2.5 -2.1 -3.5 0.299
C -0.906 -1.021 -0.571 1.6 1.1 4.2 0.089
C -1.615 -0.743 -1.778 -2.3 2.5 -4.1 -0.692
C -0.833 -2.461 -0.195 -2.1 -2.4 0.3 -0.672
C -0.867 2.046 2.119 3.1 -1.8 -1.0 -0.406
N -0.744 0.953 1.089 -2.9 1.1 2.3 -0.323
Cl -3.275 -0.001 1.319 0.3 0.5 0.2 0.202
H 3.686 0.050 -1.706 -2.5 -0.3 1.8 0.257
H 3.830 1.646 0.221 -2.5 -1.5 -0.5 0.253
H 1.371 -1.258 -2.059 0.5 0.1 0.4 0.237
H 1.803 2.192 1.615 -0.1 -0.8 -0.9 0.246
H -1.224 -1.127 -2.799 -0.1 0.1 2.0 0.273
H -1.585 0.379 -1.947 -0.2 -1.1 0.1 0.233
H -2.716 -1.005 -1.796 1.2 0.0 0.4 0.255
H -1.895 -2.853 0.048 1.6 0.7 0.1 0.242
H -0.115 -2.764 0.580 -0.4 0.5 -0.1 0.247
H -0.626 -3.131 -1.067 0.2 0.9 0.3 0.257
H -1.808 2.191 2.484 -2.6 0.2 0.6 0.236
H -0.356 2.941 1.823 -0.1 0.4 -0.6 0.241
H -0.224 1.582 2.842 0.1 0.3 1.2 0.227
```
Forces are in eV/Å.

## Properties
Lowest unoccupied orbital energy (spin up / spin down), eV: -4.249 / -4.249
Net charge: +1
Spin multiplicity: 1

***

Record 5
The following is a quantum chemistry calculation of a 2-piece molecular cluster, CH5NO2S overall, from the OMol25 dataset.

Geometry as XYZ:
```
10
Properties=species:S:1:pos:R:3:forces:R:3:nbo_charge:R:1
C -1.397 -0.123 -0.501 0.7 -1.2 2.1 -0.774
N 1.493 -0.409 -0.313 -2.0 1.4 -1.7 -1.020
O 0.692 2.319 1.050 -0.5 -1.9 -0.3 -0.439
O 0.097 -1.041 1.620 -0.5 -2.0 1.9 -0.922
S 0.170 0.006 0.676 -0.4 4.4 -1.9 1.629
H -2.371 -0.023 0.086 1.7 -0.1 -0.4 0.253
H -1.394 0.594 -1.300 0.4 0.1 -0.4 0.237
H -1.179 -1.183 -0.721 -0.7 0.5 -0.7 0.236
H 2.229 -0.563 0.339 0.9 0.0 0.5 0.400
H 1.660 0.424 -0.935 0.2 -1.1 0.9 0.399
```
Forces are in eV/Å.

## Properties
Lowest unoccupied orbital energy (spin up / spin down), eV: -1.142 / -1.459
Spin multiplicity: 1

***

Record 6
The following is a quantum chemistry calculation of C25H20AuN6OSeTe as an isolated structure, from the OMol25 dataset.

Geometry as XYZ:
```
55
Properties=species:S:1:pos:R:3:forces:R:3:lowdin_spin:R:1
Au -1.658 -0.087 0.392 0.2 0.1 0.1 0.041
C 0.373 -1.900 3.992 0.0 0.0 0.0 0.002
C -0.540 -1.568 2.853 -0.1 0.0 -0.1 0.019
N -0.238 -0.715 1.932 0.0 -0.1 0.1 -0.003
N 0.973 -0.073 2.115 -0.1 0.1 -0.2 0.027
C 1.488 0.538 1.080 -0.1 0.0 0.1 0.024
O 1.013 0.571 -0.123 0.2 -0.1 -0.2 0.255
C 2.761 1.277 1.339 -0.1 0.0 -0.1 0.004
C 3.549 1.006 2.454 0.0 0.0 0.0 0.000
C 4.728 1.704 2.658 0.0 0.0 0.0 0.001
C 5.122 2.687 1.760 0.0 0.0 0.0 -0.002
C 4.334 2.969 0.654 0.0 0.0 0.0 0.000
C 3.160 2.263 0.441 0.0 0.0 0.0 -0.001
C -1.856 -2.273 2.809 0.0 0.0 0.0 0.000
C -2.222 -3.163 3.817 0.0 0.0 -0.1 0.003
C -3.450 -3.802 3.734 0.0 0.0 0.0 0.000
C -4.274 -3.540 2.654 0.0 0.0 0.0 0.003
C -3.829 -2.641 1.698 0.0 0.0 0.0 0.000
N -2.657 -2.026 1.773 0.0 -0.1 0.0 0.002
H 1.288 -1.327 3.931 0.0 0.0 0.0 0.000
H 0.610 -2.966 3.981 0.0 0.0 0.0 0.001
H -0.121 -1.681 4.939 0.0 0.0 0.0 0.001
H 3.234 0.244 3.153 0.0 0.0 0.0 0.000
H 5.340 1.482 3.522 0.0 0.0 0.0 0.000
H 6.040 3.235 1.925 0.0 0.0 0.0 0.000
H 4.631 3.745 -0.040 0.0 0.0 0.0 0.000
H 2.527 2.491 -0.406 0.0 0.0 0.0 0.000
H -1.570 -3.359 4.653 0.0 0.0 0.0 0.000
H -3.753 -4.496 4.507 0.0 0.0 0.0 0.000
H -5.238 -4.017 2.547 0.0 0.0 0.0 0.000
H -4.442 -2.404 0.835 0.0 0.0 0.0 0.000
Te 0.995 -1.555 -1.347 -0.2 -0.2 0.2 1.297
C 1.941 -0.834 -3.025 0.1 0.4 0.1 0.127
C 2.718 0.323 -2.909 0.0 0.0 0.0 0.054
C 3.380 0.808 -4.024 0.0 0.0 0.0 -0.005
C 3.251 0.158 -5.246 0.0 0.0 0.0 0.058
C 2.470 -0.986 -5.360 0.0 0.0 0.0 -0.003
C 1.817 -1.493 -4.251 0.0 -0.1 0.0 0.066
H 2.797 0.828 -1.956 0.0 0.0 0.0 0.002
H 3.994 1.695 -3.941 0.0 0.0 0.0 -0.001
H 3.767 0.544 -6.115 0.0 0.0 0.0 0.003
H 2.379 -1.488 -6.313 0.0 0.0 0.0 -0.001
H 1.226 -2.397 -4.337 0.0 0.0 0.0 0.010
Se -4.690 3.743 0.577 -0.2 -0.2 -0.1 0.000
N -5.108 3.645 -1.138 0.2 0.2 0.1 0.000
C -4.411 2.639 -1.633 -0.1 0.0 0.0 0.000
C -4.419 2.224 -2.996 0.0 0.0 0.0 0.000
C -3.644 1.164 -3.331 0.0 0.0 0.1 0.000
C -2.860 0.504 -2.337 -0.1 0.1 -0.1 0.002
N -2.825 0.846 -1.077 0.1 -0.2 0.1 0.002
C -3.599 1.919 -0.691 0.0 0.0 0.0 0.001
N -3.629 2.330 0.555 0.2 0.2 0.0 0.001
H -5.031 2.756 -3.711 0.0 0.0 0.0 0.000
H -3.596 0.790 -4.343 0.0 0.0 0.0 0.000
H -2.248 -0.339 -2.631 0.0 0.0 0.0 0.005
```
Forces are in eV/Å.

## Properties
Lowest unoccupied orbital energy (spin up / spin down), eV: -3.994 / -5.331
Net charge: +1
Spin multiplicity: 3

***

Calculated total energy / Eh: -2252.8223 -1062.0496 -696.2077 -941.5743 -644.2935 -4173.2804
ΔE to the lowest compared entry with this formula, charge and spin / eV: 0.1843 0.2912 2.4429 1.6223 6.8241 0.0000